{
  "formula": "C5H8O",
  "method": "ωB97M-V with the def2-TZVPD basis set",
  "smiles": "C=C/C=C(/C)O",
  "relative_energy_kj_mol": 234.7,
  "multiplicity": 1,
  "fmax_ev_per_a": 3.142,
  "lumo_energy_ha": 0.0171,
  "gap_ev": 8.3,
  "homo_energy_ev": -7.7897,
  "symbols": ["C", "C", "C", "C", "O", "C", "H", "H", "H", "H", "H", "H", "H", "H"],
  "coordinates": [[2.261176, 0.596752, -1.324461], [1.044371, 0.068451, -1.157844], [0.218286, 0.290509, 0.009682], [-0.959895, -0.319861, 0.307714], [-1.052601, -1.685671, 0.096281], [-1.772893, 0.115538, 1.468647], [2.545120, 1.518838, -0.838905], [2.736453, 0.293651, -2.250226], [0.549287, -0.512848, -1.933297], [0.772856, 0.837916, 0.773528], [-0.365295, -1.947241, -0.525207], [-2.848212, 0.226537, 1.312392], [-1.450600, 1.111815, 1.768269], [-1.678053, -0.594388, 2.293427]],
  "atomic_forces_ev_per_a": [[-0.85, -0.01, -1.45], [-0.73, -0.56, 0.87], [0.28, 0.68, -0.45], [2.31, -1.23, 1.74], [-1.49, 0.56, -1.23], [-0.50, 0.31, 0.45], [0.50, -0.41, 0.57], [0.45, 0.41, 0.11], [0.56, -0.43, -0.16], [-1.00, 1.01, -0.09], [0.11, -0.05, 0.02], [0.03, -0.23, -0.50], [0.19, -0.09, 0.13], [0.14, 0.05, 0.01]],
  "lowdin_charge": [-0.006, -0.214, -0.105, -0.342, 0.033, -0.041, 0.058, 0.047, 0.103, 0.120, 0.093, 0.084, 0.081, 0.089]
}